# C28H24IN3PReS4Sb

A molecular structure, C28H24IN3PReS4Sb (the ωB97M-V functional and the def2-TZVPD basis, the Open Molecules 2025 dataset).

The geometry in XYZ format:
```
63
Properties=species:S:1:pos:R:3:lowdin_charge:R:1
Re -0.506 0.805 0.994 0.67
S -2.608 -0.499 0.650 0.67
C -1.663 -1.741 1.382 -0.79
C -2.008 -3.050 1.700 -0.07
C -1.072 -3.824 2.351 -0.04
C 0.178 -3.287 2.667 -0.04
C 0.451 -1.982 2.329 -0.18
N -0.467 -1.228 1.702 -0.26
H -2.989 -3.423 1.441 0.12
H -1.306 -4.845 2.619 0.12
H 0.929 -3.873 3.176 0.12
H 1.395 -1.508 2.557 0.08
N -1.377 1.535 -1.024 -0.09
C -0.400 1.778 -2.075 -0.39
C -0.582 2.772 -3.017 -0.01
C 0.389 2.962 -3.991 -0.05
C 1.520 2.158 -4.020 -0.05
C 1.690 1.160 -3.070 -0.04
C 0.729 0.972 -2.087 -0.35
P 0.826 -0.231 -0.737 0.98
C 2.568 -0.621 -0.460 -0.34
C 3.236 -0.104 0.646 -0.10
C 4.583 -0.379 0.834 -0.06
C 5.265 -1.165 -0.083 -0.06
C 4.603 -1.685 -1.188 -0.06
C 3.257 -1.419 -1.376 -0.10
C 0.120 -1.748 -1.447 -0.34
C 0.447 -2.989 -0.902 -0.10
C -0.164 -4.141 -1.370 -0.06
C -1.108 -4.066 -2.385 -0.06
C -1.429 -2.836 -2.940 -0.06
C -0.817 -1.682 -2.475 -0.08
H -1.930 2.374 -0.865 0.08
H -2.034 0.810 -1.315 0.04
H -1.465 3.400 -2.991 0.12
H 0.262 3.745 -4.726 0.12
H 2.277 2.317 -4.775 0.11
H 2.585 0.551 -3.078 0.11
H 2.698 0.504 1.360 0.02
H 5.099 0.021 1.696 0.11
H 6.316 -1.378 0.064 0.11
H 5.134 -2.303 -1.899 0.11
H 2.739 -1.841 -2.229 0.11
H 1.193 -3.059 -0.121 0.10
H 0.102 -5.100 -0.944 0.11
H -1.583 -4.966 -2.751 0.11
H -2.152 -2.775 -3.743 0.11
H -1.060 -0.733 -2.939 0.10
S -0.239 4.600 3.608 0.03
Sb 1.450 3.193 2.797 0.41
S 0.570 0.957 3.112 -0.01
S 0.849 2.768 0.501 0.04
I -2.682 0.150 4.167 1.02
C -2.829 1.925 3.082 -0.76
C -3.783 2.814 3.564 -0.13
C -3.962 4.033 2.941 -0.04
C -3.154 4.341 1.861 -0.07
C -2.219 3.414 1.454 -0.25
N -2.054 2.202 2.023 -0.17
H -4.372 2.538 4.426 0.09
H -4.703 4.731 3.305 0.12
H -3.216 5.291 1.350 0.12
H -1.524 3.661 0.663 0.04
```

maximum force	0.004	hartree/bohr
spin multiplicity	3
⟨S²⟩	2.0166
ΔE to the lowest compared entry with this formula, charge and spin	4.46	kcal per mole
total charge	+1
HOMO level (alpha / beta)	-10.4 / -10.2	eV